## i
DFT (ωB97M-V/def2-TZVPD) results for C4H4Br2 as an isolated structure.

Results
E_HOMO = -9.640 eV
gap between HOMO and LUMO = 10.212 eV

Each line ends with the Löwdin charge.
Element x y z (Å)
C1 -1.138 1.653 2.021  -0.013
C2 -1.670 0.888 1.285  -0.023
C3 0.111 -0.844 -1.334  -0.121
C4 1.361 -0.997 -0.916  -1.246
Br1 2.539 -2.372 -1.392  0.677
Br2 2.153 0.379 0.174  0.622
H1 -0.605 2.504 2.498  0.051
H2 -2.152 0.364 0.543  -0.003
H3 -0.202 -1.548 -2.022  0.037
H4 -0.398 -0.027 -0.857  0.019



## ii
DFT (ωB97M-V/def2-TZVPD) results for C4H4Br2 as an isolated structure.

Results
E_HOMO = -9.150 eV
gap between HOMO and LUMO = 9.731 eV

Each line ends with the Löwdin charge.
Element x y z (Å)
C1 1.028 -0.893 -0.078  -0.083
C2 -0.786 -0.255 -0.022  -0.103
C3 -1.769 0.736 0.234  -0.666
C4 2.022 -0.044 -0.066  -0.641
Br1 -3.584 0.357 -0.036  0.665
Br2 1.791 1.836 -0.019  0.684
H1 1.016 -1.959 -0.122  0.065
H2 -1.237 -1.170 -0.390  0.018
H3 -1.548 1.726 0.602  0.016
H4 3.066 -0.333 -0.101  0.046



Least stable structure: ii



## i
DFT (ωB97M-V/def2-TZVPD) results for a 10-piece molecular cluster, C5H29NO11 overall.

Results
E_HOMO = -9.851 eV
gap between HOMO and LUMO = 9.257 eV
SMILES string = C[C@H](O)CCNC=O.O.O.O.O.O.O.O.O.O

Each line ends with the Löwdin charge.
Element x y z (Å)
C1 -0.424 -1.285 2.273  -0.169
N1 -0.070 0.044 2.555  0.027
C2 -0.057 0.596 3.793  -0.313
O1 0.142 1.783 3.898  -0.005
C3 0.088 -1.696 0.792  -0.103
C4 -0.908 -2.369 -0.024  -0.329
C5 -0.336 -3.517 -0.966  -0.039
O2 -1.433 -1.338 -0.956  -0.101
H1 -0.071 -2.068 2.972  0.130
H2 -1.528 -1.322 2.283  0.124
H3 -0.173 0.510 1.673  0.077
H4 -0.181 0.012 4.732  0.154
H5 0.973 -2.291 0.961  0.122
H6 0.331 -0.686 0.428  0.088
H7 -1.659 -2.783 0.423  0.075
H8 0.706 -3.659 -1.506  0.129
H9 -1.135 -3.830 -1.601  0.053
H10 -0.366 -4.382 -0.239  0.091
H11 -1.085 -1.287 -1.790  -0.043
H12 -3.883 -1.734 -1.038  0.086
H13 -3.734 -0.434 -0.183  0.003
O3 -3.983 -1.340 -0.100  -0.077
H14 -1.351 0.813 0.413  0.101
H15 -0.284 0.309 -0.753  0.044
O4 -0.539 1.097 -0.192  -0.108
H16 0.484 3.455 1.297  -0.012
H17 0.778 3.277 -0.217  0.012
O5 1.055 3.750 0.603  -0.059
H18 0.627 2.648 -3.564  0.027
H19 0.978 3.274 -2.258  -0.041
O6 0.455 3.447 -3.030  -0.075
H20 2.443 -0.077 -3.785  0.126
H21 1.738 -0.729 -2.632  0.051
O7 2.698 -0.478 -2.855  -0.104
H22 -1.173 2.748 3.018  -0.025
H23 -1.999 2.194 1.722  0.020
O8 -1.775 2.926 2.317  -0.036
H24 3.012 1.809 2.769  0.038
H25 3.867 1.199 1.884  0.026
O9 3.270 0.894 2.576  -0.067
H26 2.096 0.976 -2.172  0.024
H27 2.735 1.947 -1.059  0.100
O10 2.088 1.950 -1.839  -0.129
H28 -1.085 -1.022 -4.108  0.115
H29 -0.915 -2.057 -3.110  0.040
O11 -0.417 -1.278 -3.405  -0.048



## ii
DFT (ωB97M-V/def2-TZVPD) results for a 10-piece molecular cluster, C5H29NO11 overall.

Results
E_HOMO = -9.681 eV
gap between HOMO and LUMO = 9.803 eV
SMILES string = CC(=O)NC[C@H](C)O.O.O.O.O.O.O.O.O.O

Each line ends with the Löwdin charge.
Element x y z (Å)
O1 2.449 1.407 0.066  0.056
C1 1.913 0.398 0.311  -0.527
N1 0.551 0.259 0.508  0.096
C2 -0.163 -1.018 0.392  -0.143
C3 -0.437 -1.665 -0.935  -0.483
C4 -1.492 -2.709 -0.660  -0.052
O2 0.599 -2.176 -1.663  -0.090
C5 2.919 -0.744 -0.020  0.013
H1 0.073 1.118 0.379  0.075
H2 0.436 -1.708 1.036  0.125
H3 -1.025 -0.916 1.209  0.145
H4 -0.750 -0.907 -1.811  0.163
H5 -2.551 -2.135 -0.567  0.124
H6 -1.616 -3.428 -1.465  0.072
H7 -1.356 -3.363 0.179  0.069
H8 1.420 -2.460 -1.073  0.084
H9 2.666 -1.341 -0.892  0.044
H10 2.789 -1.499 0.868  0.107
H11 3.898 -0.375 -0.214  0.075
H12 1.647 -4.253 -0.460  0.012
H13 1.943 -4.078 0.979  0.101
O3 2.017 -3.644 0.099  -0.024
H14 -3.001 -0.372 0.966  -0.015
H15 -3.455 -0.177 2.451  0.014
O4 -3.530 -0.762 1.688  -0.090
H16 -0.056 3.938 1.644  0.080
H17 0.726 2.672 2.229  -0.102
O5 -0.025 3.058 2.057  0.009
H18 -0.403 0.663 -2.915  -0.007
H19 -1.285 1.620 -3.830  0.081
O6 -1.228 1.166 -2.970  -0.062
H20 1.944 -0.334 -3.914  0.068
H21 1.584 0.245 -2.531  0.036
O7 1.243 0.085 -3.410  -0.028
H22 2.975 2.611 1.536  -0.011
H23 2.693 1.776 2.791  0.014
O8 2.896 2.622 2.460  -0.009
H24 -4.615 0.139 -1.151  0.023
H25 -3.221 0.504 -1.714  0.008
O9 -3.723 0.264 -0.953  -0.007
H26 -0.963 0.327 3.029  -0.013
H27 -1.605 0.935 4.065  -0.017
O10 -1.697 0.220 3.560  0.045
H28 -1.305 2.058 -1.354  -0.020
H29 -1.531 2.323 0.084  -0.005
O11 -1.047 2.641 -0.639  -0.037



## iii
DFT (ωB97M-V/def2-TZVPD) results for a 10-piece molecular cluster, C5H29NO11 overall.

Results
E_HOMO = -10.099 eV
gap between HOMO and LUMO = 10.271 eV
SMILES string = CCC[C@@H](N)C(=O)O.O.O.O.O.O.O.O.O.O

Each line ends with the Löwdin charge.
Element x y z (Å)
O1 -1.243 -0.340 1.342  0.063
C1 -1.067 0.405 0.408  -0.437
O2 -1.175 1.759 0.557  0.021
C2 -0.532 0.057 -1.004  -0.284
C3 0.894 -0.472 -0.886  -0.149
C4 1.595 -0.468 -2.262  -0.229
C5 2.083 0.939 -2.653  -0.103
N1 -1.534 -0.900 -1.524  0.069
H1 -1.856 1.993 1.240  0.176
H2 -0.559 1.016 -1.635  0.125
H3 1.464 0.144 -0.127  0.112
H4 0.930 -1.547 -0.473  0.105
H5 2.432 -1.149 -2.270  0.099
H6 0.876 -0.810 -3.076  0.123
H7 2.798 1.315 -1.893  0.076
H8 1.266 1.658 -2.732  0.056
H9 2.529 0.881 -3.644  0.070
H10 -1.520 -0.854 -2.568  0.085
H11 -1.337 -1.840 -1.191  0.086
H12 2.059 -3.142 0.504  -0.041
H13 0.764 -3.485 -0.090  -0.017
O3 1.702 -3.657 -0.176  -0.052
H14 2.711 -2.281 2.789  0.093
H15 2.369 -1.069 1.946  -0.037
O4 1.993 -1.865 2.261  -0.045
H16 3.544 0.930 1.027  0.006
H17 2.253 1.242 1.802  0.038
O5 2.960 0.541 1.604  -0.054
H18 0.656 1.664 2.875  -0.034
H19 0.248 2.180 1.560  0.012
O6 0.952 2.204 2.203  -0.003
H20 -0.945 3.806 -1.724  0.067
H21 -1.563 2.638 -0.849  0.014
O7 -1.566 3.056 -1.746  -0.071
H22 -0.977 -1.987 1.137  0.046
H23 0.009 -2.914 1.769  0.005
O8 -0.589 -2.934 1.041  -0.084
H24 -0.651 -0.066 3.003  0.019
H25 0.737 -0.535 3.557  0.043
O9 0.048 0.149 3.644  -0.054
H26 -3.214 0.072 -0.735  0.064
H27 -3.721 -0.153 0.687  0.067
O10 -3.374 0.545 0.125  -0.046
H28 -1.693 1.636 -3.234  -0.017
H29 -2.022 1.168 -4.701  0.095
O11 -1.545 0.919 -3.844  -0.078



Least stable structure: i



## i
DFT (ωB97M-V/def2-TZVPD) results for C4H7BeO2 as an isolated structure.

Results
E_HOMO (alpha / beta) = -13.381 / -13.381 eV
gap between HOMO and LUMO (alpha / beta) = 7.538 / 7.539 eV
total charge = +1

Each line ends with the Löwdin charge.
Element x y z (Å)
H1 -0.520 2.614 0.948  0.143
O1 1.235 1.955 0.119  -0.127
C1 0.173 1.758 0.823  -0.214
H2 0.374 1.051 1.659  0.105
C2 -0.934 0.491 -0.238  -0.089
C3 -0.534 -0.875 -0.299  -0.100
C4 0.592 -1.831 -0.446  -0.219
H3 -1.865 0.676 0.308  0.117
H4 -0.924 0.999 -1.211  0.132
H5 -1.380 -1.476 0.073  0.151
H6 0.115 -1.172 -1.584  0.267
H7 0.330 -2.881 -0.227  0.174
O2 1.795 -1.476 -0.050  -0.049
Be1 1.542 0.165 0.124  0.708



## ii
DFT (ωB97M-V/def2-TZVPD) results for C4H7BeO2 as an isolated structure.

Results
E_HOMO (alpha / beta) = -11.452 / -11.448 eV
gap between HOMO and LUMO (alpha / beta) = 5.721 / 5.628 eV
total charge = +1

Each line ends with the Löwdin charge.
Element x y z (Å)
O1 1.286 0.834 1.489  -0.073
C1 1.383 1.789 0.613  -0.227
C2 0.797 1.683 -0.641  -0.033
H1 0.297 2.586 -1.004  0.071
H2 2.261 2.446 0.726  0.147
H3 1.317 1.012 -1.338  0.086
Be1 0.464 -0.284 1.247  0.576
C3 -0.542 -0.573 -0.167  -0.062
C4 -0.565 -1.949 0.082  -0.202
O2 -0.936 -2.409 1.293  0.087
H4 0.304 -1.036 -0.976  0.183
H5 -0.453 -2.701 -0.702  0.155
H6 -1.485 -0.041 0.002  0.149
H7 -0.410 -3.160 1.592  0.143



Least stable structure: ii



## i
DFT (ωB97M-V/def2-TZVPD) results for one molecule with the formula C2H3NS4.

Results
E_HOMO (alpha / beta) = -8.741 / -8.738 eV
gap between HOMO and LUMO (alpha / beta) = 6.543 / 6.535 eV

Each line ends with the Löwdin charge.
Element x y z (Å)
C1 -0.459 0.395 0.965  -0.420
C2 0.303 -0.316 -0.196  -1.546
N1 -1.680 0.644 0.913  -0.528
S1 -0.715 -0.926 -1.529  0.508
S2 -2.852 0.186 -0.009  0.753
S3 1.354 1.054 -0.829  0.640
S4 1.421 -1.581 0.638  0.655
H1 0.206 0.726 1.902  0.163
H2 0.378 1.843 -1.374  -0.103
H3 2.044 -2.026 -0.480  -0.124



## ii
DFT (ωB97M-V/def2-TZVPD) results for a 2-piece molecular cluster, C2H3NS4 overall.

Results
E_HOMO (alpha / beta) = -8.491 / -8.493 eV
gap between HOMO and LUMO (alpha / beta) = 7.292 / 7.293 eV
SMILES string = S=c1cnss1.S

Each line ends with the Löwdin charge.
Element x y z (Å)
C1 1.039 1.110 -0.417  -0.373
C2 -0.190 1.554 -0.970  -1.137
N1 1.430 -0.070 -0.652  -0.414
S1 -0.683 0.396 -2.261  0.568
S2 0.672 -1.026 -1.682  0.603
S3 -0.611 -1.694 2.061  0.489
S4 -1.195 2.870 -0.922  0.577
H1 1.604 1.826 0.279  0.152
H2 -0.453 -2.600 3.023  -0.227
H3 -1.612 -2.367 1.541  -0.238



## iii
DFT (ωB97M-V/def2-TZVPD) results for C2H3NS4 as an isolated structure.

Results
E_HOMO (alpha / beta) = -8.493 / -8.489 eV
gap between HOMO and LUMO (alpha / beta) = 5.273 / 5.268 eV

Each line ends with the Löwdin charge.
Element x y z (Å)
C1 -0.688 0.078 0.800  -0.459
C2 0.310 0.318 -0.238  -1.602
N1 -1.712 -0.613 0.716  -0.476
S1 -0.406 0.788 -1.903  0.438
S2 -2.891 -1.156 -0.201  0.798
S3 1.331 1.544 0.579  0.713
S4 1.334 -1.142 -0.148  0.692
H1 -0.317 0.562 1.741  0.102
H2 2.314 1.616 -0.351  -0.091
H3 0.725 -1.996 -0.995  -0.113



Least stable structure: iii



## i
DFT (ωB97M-V/def2-TZVPD) results for one molecule with the formula C4H2O.

Results
E_HOMO (alpha / beta) = -10.306 / -10.307 eV
gap between HOMO and LUMO (alpha / beta) = 7.441 / 7.442 eV

Each line ends with the Löwdin charge.
Element x y z (Å)
C1 0.706 -1.154 -0.708  -0.234
C2 0.523 -1.483 -1.910  0.108
C3 -0.078 0.928 0.398  -0.301
C4 0.418 -0.489 0.463  0.038
O1 -0.071 1.962 0.968  0.110
H1 -0.472 -0.544 1.030  0.108
H2 -1.025 0.781 -0.242  0.171



## ii
DFT (ωB97M-V/def2-TZVPD) results for a 2-piece molecular cluster, C4H2O overall.

Results
E_HOMO (alpha / beta) = -7.375 / -7.376 eV
gap between HOMO and LUMO (alpha / beta) = 6.523 / 6.529 eV

Each line ends with the Löwdin charge.
Element x y z (Å)
C1 -1.116 0.808 -0.093  0.071
C2 -1.215 -0.450 -0.008  -0.413
C3 -1.144 -1.779 -0.061  0.074
C4 1.624 -1.097 0.053  0.163
O1 1.442 0.116 0.018  -0.023
H1 -1.724 1.702 -0.130  0.025
H2 2.133 0.701 0.221  0.104



Least stable structure: ii



## i
DFT (ωB97M-V/def2-TZVPD) results for an isolated ion of composition C8H17N4 and charge +1.

Results
E_HOMO = -12.435 eV
gap between HOMO and LUMO = 8.530 eV
SMILES string = C[C@@H]1/C=[NH+]/[C@@H](C)NN[C@H](C)/C=N\1
total charge = +1

Each line ends with the Löwdin charge.
Element x y z (Å)
C1 0.720 0.241 -1.908  -0.081
C2 -0.834 0.102 -1.606  -0.290
C3 2.044 -0.565 0.004  -0.339
C4 0.917 -0.492 0.962  -0.013
C5 -0.926 0.795 1.996  -0.334
C6 -1.463 -0.838 -2.684  -0.012
C7 2.568 -2.002 -0.328  0.005
C8 -1.161 2.011 2.809  -0.011
N1 1.800 0.073 -1.286  0.083
N2 0.498 0.541 1.678  0.061
N3 -1.591 0.928 0.647  0.017
N4 -1.259 -0.083 -0.237  -0.068
H1 0.637 0.603 -2.839  0.080
H2 -1.233 1.225 -1.862  0.185
H3 2.869 0.119 0.175  0.148
H4 0.316 -1.384 1.374  0.161
H5 -1.170 -0.283 2.363  0.181
H6 -0.761 -1.682 -2.952  0.114
H7 -1.756 -0.289 -3.442  0.015
H8 -2.428 -1.181 -2.178  0.115
H9 2.017 -2.731 0.280  0.084
H10 3.627 -2.051 -0.142  0.081
H11 2.350 -2.104 -1.383  0.079
H12 -1.086 1.681 3.750  0.042
H13 -2.215 2.333 2.772  0.110
H14 -0.424 2.810 2.390  0.141
H15 1.104 1.337 1.425  0.169
H16 -1.442 1.780 0.095  0.137
H17 -1.717 -0.895 0.126  0.138



## ii
DFT (ωB97M-V/def2-TZVPD) results for an isolated ion of composition C8H17N4 and charge +1.

Results
E_HOMO = -10.609 eV
gap between HOMO and LUMO = 8.005 eV
SMILES string = CN1CN(C)C2=C1N(C)C[N@@H+]2C
total charge = +1

Each line ends with the Löwdin charge.
Element x y z (Å)
C1 -0.167 -0.557 0.483  -0.173
C2 -0.198 0.738 -0.257  -0.098
C3 -1.697 -0.762 -1.060  -0.184
C4 1.715 0.601 0.964  -0.115
C5 -1.585 -2.605 0.865  0.016
C6 1.654 -1.785 1.697  -0.012
C7 -1.797 1.333 -2.142  -0.031
C8 1.494 2.779 -0.326  -0.011
N1 -1.116 -1.402 0.154  -0.031
N2 0.983 -0.558 1.281  -0.096
N3 -0.942 0.320 -1.467  -0.166
N4 1.245 1.289 -0.297  -0.089
H1 -1.641 -1.477 -1.806  0.115
H2 -2.777 -0.629 -0.836  0.151
H3 1.664 1.463 1.727  0.164
H4 2.846 0.220 0.780  0.192
H5 -2.660 -2.395 1.023  0.111
H6 -1.241 -3.566 0.371  0.125
H7 -1.149 -2.581 1.855  0.074
H8 0.888 -2.436 2.007  0.052
H9 2.302 -2.227 0.802  0.148
H10 2.306 -1.647 2.528  0.084
H11 -2.387 0.653 -2.823  0.110
H12 -2.384 1.797 -1.406  0.069
H13 -1.113 1.957 -2.738  0.092
H14 0.497 3.125 0.171  0.128
H15 2.335 3.124 0.316  0.098
H16 1.625 3.294 -1.357  0.131
H17 1.653 1.039 -1.162  0.147



Least stable structure: i



## i
DFT (ωB97M-V/def2-TZVPD) results for a 2-piece molecular cluster, C2H3N2O2 overall.

Results
E_HOMO = -15.441 eV
gap between HOMO and LUMO = 8.515 eV
total charge = +1

Each line ends with the Löwdin charge.
Element x y z (Å)
C1 -0.755 0.051 0.225  -0.186
C2 2.163 -0.641 0.146  0.051
N1 -1.844 -0.417 -0.139  0.073
N2 0.004 1.005 -0.158  0.161
O1 3.032 -1.196 -0.240  0.177
O2 -2.957 -0.743 -0.139  0.296
H1 -0.325 -0.905 0.689  0.209
H2 0.970 0.883 0.104  0.027
H3 -0.287 1.962 -0.488  0.192



## ii
DFT (ωB97M-V/def2-TZVPD) results for a 2-piece molecular cluster, C2H3N2O2 overall.

Results
E_HOMO = -15.698 eV
gap between HOMO and LUMO = 7.941 eV
total charge = +1

Each line ends with the Löwdin charge.
Element x y z (Å)
C1 -0.594 1.923 2.026  -0.359
C2 -0.288 -0.034 -1.061  0.170
N1 -0.354 0.747 1.712  0.132
N2 -1.090 0.624 -0.456  -0.060
O1 -0.762 3.034 2.018  0.280
O2 -1.996 1.141 -0.036  0.322
H1 0.769 0.012 -0.770  0.158
H2 -0.424 -0.572 -2.069  0.204
H3 -0.040 0.071 2.471  0.154



Least stable structure: ii



## i
DFT (ωB97M-V/def2-TZVPD) results for a 2-piece molecular cluster, C5H14NO overall.

Results
2S+1 = 2
E_HOMO (alpha / beta) = -2.130 / -8.776 eV
gap between HOMO and LUMO (alpha / beta) = 2.254 / 9.178 eV

Each line ends with the Löwdin charge.
Element x y z (Å)
C1 -0.504 -1.597 0.392  -0.230
C2 -0.847 -0.524 1.390  -0.212
C3 -0.748 0.845 0.767  -0.435
C4 0.012 1.771 1.391  -0.009
C5 -1.476 1.079 -0.502  -0.098
N1 0.924 -1.396 -0.036  0.165
H1 -0.610 -2.603 0.836  0.064
H2 -1.117 -1.590 -0.508  0.103
H3 -0.243 -0.658 2.289  0.107
H4 -1.887 -0.697 1.713  0.107
H5 0.665 1.537 2.221  0.018
H6 0.215 2.769 1.004  0.028
H7 -1.376 2.115 -0.773  0.062
H8 -1.168 0.553 -1.420  0.050
H9 -2.555 0.924 -0.376  0.083
H10 0.885 -0.957 -0.967  0.095
H11 1.468 -0.844 0.623  0.122
H12 1.300 -2.337 -0.189  0.090
H13 1.413 0.764 -2.917  0.032
H14 2.791 0.107 -2.673  0.032
O1 1.892 0.159 -2.318  -0.174



## ii
DFT (ωB97M-V/def2-TZVPD) results for a 2-piece molecular cluster, C5H14NO overall.

Results
2S+1 = 2
E_HOMO (alpha / beta) = -5.446 / -9.552 eV
gap between HOMO and LUMO (alpha / beta) = 6.233 / 10.303 eV

Each line ends with the Löwdin charge.
Element x y z (Å)
C1 -0.730 2.182 0.780  -0.116
C2 -0.416 0.816 1.504  -0.228
C3 -1.409 -0.208 0.913  -0.226
C4 -1.283 -0.564 -0.537  -0.236
C5 0.660 -1.369 -1.958  -0.101
N1 -0.102 -1.330 -0.844  -0.122
H1 -0.084 2.197 -0.096  0.063
H2 -0.270 2.993 1.430  0.079
H3 -1.806 2.343 0.759  0.068
H4 -0.441 1.094 2.551  0.092
H5 0.596 0.561 1.178  0.090
H6 -2.422 0.117 1.119  0.102
H7 -1.387 -1.133 1.474  0.101
H8 -1.206 0.259 -1.223  0.107
H9 -2.207 -1.106 -0.823  0.119
H10 1.362 -2.187 -2.079  0.038
H11 0.617 -0.611 -2.711  0.031
H12 0.315 -1.918 -0.104  0.136
H13 3.549 -1.027 0.240  0.039
H14 3.621 -0.603 -1.169  0.038
O1 3.043 -0.506 -0.400  -0.073



Least stable structure: i